[1]
Entry from the Open Molecules 2025 dataset: a cluster of 2 separate species, C32H35N3O5 in total in a non-equilibrium geometry (ωB97M-V with the def2-TZVPD basis set).

Structure (ORCA input):
```
! wB97M-V def2-TZVPD RIJCOSX def2/J DEFGRID3
* xyz 0 1
C -4.76 -1.85 3.01
C -3.41 -1.57 3.60
O -3.14 -0.15 3.48
C -2.05 0.24 4.17
C -1.65 1.64 3.88
C -0.22 1.83 3.61
O 0.29 2.97 3.56
C 0.73 0.70 3.33
C 0.50 -0.27 2.34
C 1.53 -1.12 1.94
C 2.81 -0.98 2.50
N 3.92 -1.60 1.88
O 5.07 -1.40 2.35
O 3.72 -2.32 0.87
C 3.04 -0.06 3.55
C 2.01 0.80 3.91
O -1.52 -0.46 5.02
H -4.82 -2.90 2.70
H -5.54 -1.70 3.77
H -4.97 -1.22 2.15
H -3.37 -1.85 4.65
H -2.61 -2.10 3.06
H -2.28 2.12 3.12
H -0.47 -0.32 1.86
H 1.37 -1.87 1.17
H 4.02 0.02 4.00
H 2.20 1.57 4.65
C -2.33 9.40 5.15
N -1.95 8.36 4.21
C -0.89 8.74 3.30
C -0.68 7.73 2.18
C -0.59 6.31 2.71
C -1.66 6.02 3.72
C -2.37 7.08 4.36
C -3.46 6.73 5.21
C -3.67 5.43 5.58
C -2.80 4.37 5.13
C -2.73 3.08 5.67
C -3.28 2.75 6.92
C -3.78 1.45 7.24
C -4.50 1.20 8.40
C -4.68 2.24 9.35
N -5.46 2.06 10.45
C -5.60 3.10 11.45
C -6.00 0.77 10.82
C -6.30 -0.10 9.61
C -5.11 -0.14 8.65
C -4.06 3.50 9.13
C -3.38 3.74 7.96
C -1.90 4.73 4.09
H -2.85 8.99 6.01
H -1.43 9.92 5.49
H -2.98 10.14 4.66
H -1.15 9.72 2.89
H 0.04 8.86 3.88
H -1.52 7.80 1.48
H 0.23 7.99 1.64
H -0.67 5.59 1.88
H 0.39 6.12 3.18
H -4.11 7.52 5.58
H -4.48 5.19 6.27
H -2.08 2.33 5.08
H -3.64 0.64 6.52
H -5.89 4.05 10.99
H -6.39 2.79 12.14
H -4.67 3.25 12.02
H -5.31 0.25 11.50
H -6.92 0.97 11.39
H -6.54 -1.10 9.95
H -7.18 0.29 9.08
H -5.44 -0.57 7.69
H -4.34 -0.83 9.05
H -4.16 4.29 9.87
H -2.91 4.71 7.83
H -1.29 3.95 3.66
*
```

**ΔE to the lowest compared entry with this formula, charge and spin**: 1.240 eV
**LUMO**: -1.16 eV
**Electronic energy**: -1780.65351 hartree
**Orbital gap**: 5.4 eV

---

[2]
Entry from the Open Molecules 2025 dataset: a cluster of 2 separate species, C32H35N3O7S in total in a non-equilibrium geometry (ωB97M-V with the def2-TZVPD basis set).

Structure (ORCA input):
```
! wB97M-V def2-TZVPD RIJCOSX def2/J DEFGRID3
* xyz 0 1
C -2.03 5.63 -1.07
N -1.89 4.20 -0.94
C -2.99 3.40 -0.79
O -4.14 3.81 -0.70
C -2.50 1.96 -0.74
C -3.05 1.13 -1.90
C -4.56 0.97 -1.82
C -5.37 1.47 -2.84
C -6.76 1.45 -2.69
C -7.32 0.90 -1.53
C -6.51 0.34 -0.54
C -5.12 0.37 -0.68
N -1.03 2.13 -0.78
C -0.23 1.05 -0.72
C 1.15 1.05 -0.88
C 2.02 -0.04 -0.80
C 3.46 0.15 -0.96
C 4.01 1.44 -1.13
C 5.40 1.61 -1.37
N 5.90 2.92 -1.64
O 7.13 3.02 -1.86
O 5.13 3.90 -1.67
C 6.29 0.54 -1.40
C 5.78 -0.74 -1.19
C 4.41 -0.92 -1.00
C -0.61 3.52 -1.04
C -0.02 3.70 -2.45
C 0.36 4.05 0.01
H -3.10 5.85 -0.98
H -1.50 6.15 -0.27
H -1.66 6.00 -2.03
H -2.80 1.50 0.22
H -2.76 1.62 -2.84
H -2.56 0.14 -1.87
H -4.89 1.91 -3.72
H -7.38 1.87 -3.48
H -8.40 0.90 -1.41
H -6.94 -0.11 0.35
H -4.46 -0.04 0.09
H -0.76 0.14 -0.47
H 1.54 2.02 -1.14
H 1.61 -1.01 -0.67
H 3.41 2.35 -1.10
H 7.34 0.76 -1.60
H 6.46 -1.59 -1.19
H 4.05 -1.93 -0.85
H -0.77 3.41 -3.20
H 0.23 4.76 -2.57
H 0.88 3.10 -2.59
H -0.09 3.96 1.01
H 1.31 3.51 -0.01
H 0.57 5.11 -0.21
C -2.16 -7.32 1.48
C -2.07 -5.89 0.99
O -0.71 -5.46 1.10
C -0.46 -4.17 0.69
C 0.96 -3.97 0.95
S 1.79 -2.56 1.40
C 2.43 -2.66 3.05
C 1.76 -1.92 4.02
C 2.32 -1.78 5.28
C 3.56 -2.38 5.55
C 4.23 -3.14 4.57
C 3.67 -3.26 3.30
O 3.01 -2.69 0.62
O 0.98 -1.37 1.44
O -1.29 -3.43 0.18
H -3.21 -7.61 1.32
H -1.50 -7.99 0.91
H -1.91 -7.42 2.55
H -2.43 -5.84 -0.04
H -2.73 -5.27 1.60
H 1.56 -4.89 1.06
H 0.82 -1.43 3.77
H 1.76 -1.20 6.02
H 4.00 -2.28 6.55
H 5.18 -3.65 4.78
H 4.18 -3.81 2.51
*
```

**ΔE to the lowest compared entry with this formula, charge and spin**: 0.401 eV
**LUMO**: -2.36 eV
**Electronic energy**: -2329.32801 hartree
**Orbital gap**: 4.1 eV

---

[3]
Entry from the Open Molecules 2025 dataset: a structure of composition C32H35N6OPS3Y (ωB97M-V with the def2-TZVPD basis set).

Structure (ORCA input):
```
! wB97M-V def2-TZVPD RIJCOSX def2/J DEFGRID3
* xyz -1 1
Y 0.62 0.04 1.94
N 1.29 2.24 1.01
C 2.69 2.56 1.31
C 3.57 1.45 0.77
N 3.17 0.12 1.26
C 4.06 -0.50 2.24
C 3.64 -0.16 3.66
N 2.28 -0.64 3.87
H 0.65 2.91 1.41
H 1.15 2.26 0.00
H 3.01 3.51 0.85
H 2.80 2.66 2.39
H 3.47 1.44 -0.32
H 4.62 1.65 1.01
H 3.04 -0.49 0.46
H 3.99 -1.59 2.10
H 5.10 -0.22 2.07
H 4.37 -0.58 4.37
H 3.64 0.92 3.80
H 2.23 -1.65 3.89
H 1.86 -0.26 4.71
N -1.66 1.78 5.78
C -0.97 1.03 4.85
S 0.34 1.88 4.06
N -1.37 -0.19 4.73
N -0.68 -0.97 3.80
C -0.96 -2.22 3.93
C -0.46 -3.35 3.16
C -0.95 -4.61 3.53
C -0.57 -5.77 2.88
C 0.33 -5.67 1.81
C 0.83 -4.44 1.43
C 0.46 -3.25 2.08
O 0.96 -2.12 1.70
H -1.64 2.77 5.61
H -2.57 1.41 6.01
H -1.66 -2.47 4.73
H -1.66 -4.66 4.35
H -0.97 -6.73 3.18
H 0.63 -6.56 1.28
H 1.52 -4.35 0.60
C -1.53 0.79 1.08
C -2.56 1.28 0.64
C -3.75 1.85 0.10
C -4.87 2.11 0.90
C -6.02 2.66 0.36
C -6.08 2.97 -0.99
C -4.98 2.72 -1.80
C -3.83 2.17 -1.26
H -4.82 1.86 1.96
H -6.88 2.85 1.00
H -6.98 3.40 -1.41
H -5.01 2.96 -2.85
H -2.97 1.98 -1.88
S 1.82 2.52 -2.36
P 1.07 0.69 -2.59
S 1.09 -0.60 -1.07
C 1.92 -0.11 -4.01
C 2.24 0.66 -5.12
C 2.84 0.09 -6.23
C 3.15 -1.27 -6.22
C 2.85 -2.04 -5.11
C 2.23 -1.46 -4.01
C -0.63 0.80 -3.28
C -1.51 -0.27 -3.14
C -2.75 -0.25 -3.76
C -3.12 0.85 -4.53
C -2.26 1.93 -4.66
C -1.02 1.91 -4.03
H 2.02 1.72 -5.11
H 3.09 0.70 -7.09
H 3.63 -1.72 -7.09
H 3.09 -3.10 -5.10
H 1.99 -2.06 -3.14
H -1.22 -1.11 -2.52
H -3.43 -1.08 -3.63
H -4.09 0.87 -5.01
H -2.55 2.79 -5.24
H -0.34 2.75 -4.11
*
```

**ΔE to the lowest compared entry with this formula, charge and spin**: 0.058 eV
**LUMO**: 2.50 eV
**Electronic energy**: -3218.72272 hartree
**Orbital gap**: 7.5 eV

---

> Which of these has the lowest ΔE to the lowest compared entry with this formula, charge and spin?

C32H35N6OPS3Y